Record 1
An isolated molecule of C5H9N3O2 in a non-equilibrium geometry. Source: the Open Molecules 2025 dataset; level of theory: ωB97M-V with the def2-TZVPD basis set.

Computed properties:
**Energy above the lowest of the compared OMol25 structures with the same formula, charge and spin**: 262.5 kJ/mol
**Lowest unoccupied orbital energy**: 0.032 eV
**HOMO**: -9.198 eV
**Kohn-Sham gap**: 9.23 eV
**Strongest force on any atom**: 5.331 eV Å⁻¹
**SMILES string**: C/N=C(\C=O)NCC(N)=O

Each line ends with the Mulliken charge.
Cartesian coordinates (Å):
1 C -1.967 -1.995 -0.036  -0.86
2 N -0.869 -1.076 0.163  -0.50
3 C -1.008 0.192 0.137  0.77
4 C -2.278 0.964 -0.164  -0.21
5 O -3.366 0.657 0.248  -0.41
6 N 0.061 1.022 0.363  -0.23
7 C 1.212 0.578 1.095  -0.47
8 C 2.234 -0.165 0.246  0.47
9 N 2.587 0.346 -0.936  -0.47
10 O 3.265 -0.632 0.806  -0.72
11 H -1.569 -3.018 -0.054  0.29
12 H -2.703 -1.931 0.781  0.30
13 H -2.509 -1.818 -0.977  0.29
14 H -2.138 1.870 -0.796  0.29
15 H -0.037 2.010 0.182  0.20
16 H 1.703 1.452 1.542  0.38
17 H 0.932 -0.121 1.896  0.28
18 H 1.843 0.747 -1.494  0.21
19 H 3.721 0.041 -0.803  0.38

=====

Record 2
A cluster of 2 separate species, C5H9N3O2 in total in a non-equilibrium geometry. Source: the Open Molecules 2025 dataset; level of theory: ωB97M-V with the def2-TZVPD basis set.

Computed properties:
**Energy above the lowest of the compared OMol25 structures with the same formula, charge and spin**: 140.0 kJ/mol
**Lowest unoccupied orbital energy**: 0.075 eV
**HOMO**: -9.599 eV
**Kohn-Sham gap**: 9.67 eV
**Strongest force on any atom**: 5.063 eV Å⁻¹
**SMILES string**: O=c1cc[nH]c(=O)[nH]1.CN

Each line ends with the Mulliken charge.
Cartesian coordinates (Å):
1 O -1.417 2.634 -0.024  -0.63
2 C -1.076 1.428 -0.064  0.26
3 C 0.142 0.813 -0.482  -0.52
4 C 0.306 -0.553 -0.573  0.30
5 N -0.779 -1.392 -0.428  -0.15
6 C -1.994 -0.955 0.120  0.28
7 O -2.969 -1.736 0.414  -0.63
8 N -2.004 0.437 0.352  -0.09
9 H 1.021 1.317 -0.702  0.46
10 H 1.358 -0.886 -0.814  0.04
11 H -0.861 -2.454 -0.728  0.31
12 H -2.742 0.909 1.003  0.29
13 C 3.885 -0.900 0.214  -0.57
14 N 4.131 0.523 0.353  -0.55
15 H 3.969 -1.429 1.141  0.33
16 H 3.116 -1.325 -0.517  0.12
17 H 4.804 -1.321 -0.413  0.25
18 H 3.722 1.137 -0.517  0.25
19 H 3.689 0.896 1.188  0.26